Record 1
This record from the OMol25 dataset describes a single C4H4BrOP molecule at a distorted geometry. The level of theory is ωB97M-V/def2-TZVPD.

Structure (XYZ):
```
11
Properties=species:S:1:pos:R:3:forces:R:3
Br 3.349530 0.219802 -0.599582 -0.46 -0.55 0.18
P 1.919189 -1.238231 0.561019 2.71 0.63 0.91
C 0.402811 -0.427597 0.243319 -2.66 0.37 0.20
C -0.612435 0.287138 0.857097 1.33 0.25 -1.65
C -1.544517 0.636139 -0.128378 -1.29 -0.06 -1.12
C -1.161235 -0.035460 -1.252566 -0.78 0.90 1.86
O -0.070356 -0.718828 -1.035813 2.01 -0.56 0.05
H 2.483860 -0.589617 1.822168 -1.50 -0.74 -1.26
H -0.671203 0.719917 1.786331 0.42 0.53 2.18
H -2.435706 1.285196 -0.100029 0.71 -0.56 0.36
H -1.659938 -0.138458 -2.153565 -0.49 -0.21 -1.70
```
Forces are in eV/Å.

The multiplicity is 1. The LUMO energy comes out at -0.27 eV. Its total charge is 0. For the electronic energy, the calculation gives -85590.3672 eV.

***

Record 2
This record from the OMol25 dataset describes 4 unconnected molecules or ions with the total composition C32H45BClN8O7PS at a distorted geometry. The level of theory is ωB97M-V/def2-TZVPD.

Structure (XYZ):
```
96
Properties=species:S:1:pos:R:3:forces:R:3
C 6.620045 0.097450 2.615632 0.26 1.02 0.07
C 5.032284 0.333941 2.700850 0.31 -1.08 0.23
B 4.221825 -0.212211 1.371226 0.33 0.91 0.21
O 4.916853 -0.664829 0.194947 -1.06 -0.47 2.37
C 2.577995 -0.142444 1.504003 -2.86 -1.37 -0.12
C 1.760638 -1.435574 1.844654 -0.53 4.53 -0.17
C 2.474332 -2.865231 2.024569 -1.09 -0.01 -1.05
C 2.438668 -3.565220 0.539213 -0.02 0.56 -0.16
C 3.873829 -3.616906 -0.184971 -0.19 -1.41 -1.15
C 3.859663 -2.963480 -1.679434 -0.45 -0.30 0.19
C 5.243938 -3.153871 -2.471003 0.43 0.16 -0.44
C 6.224475 -1.878858 -2.444998 0.39 -0.41 -0.35
C 5.552078 -0.501871 -2.929102 -0.56 0.77 2.01
S 6.362897 0.225425 -4.459763 -1.72 0.61 -0.43
C 4.998606 1.212809 -5.221374 -0.83 1.61 -0.28
N 4.973291 2.560022 -5.740911 -2.22 -6.36 1.85
N 3.654989 2.668550 -6.144825 -3.02 -3.14 0.25
C 2.878280 1.495553 -5.904327 4.80 2.67 0.41
O 3.746549 0.541542 -5.284011 0.75 3.18 -1.29
C 0.182643 -1.218603 1.987513 0.57 2.58 -0.15
C -0.746038 -2.485831 2.330714 0.43 0.48 -1.01
C -0.481455 0.194565 1.801374 2.50 -2.09 -0.24
C -2.054142 0.356460 2.002966 0.30 1.35 0.08
C -2.873416 0.702073 0.673762 0.92 -0.84 -2.66
O -2.469959 0.383226 -0.478046 -1.43 1.14 4.22
N -4.190207 1.395388 0.882764 0.70 -0.49 -0.73
C -5.325099 0.559301 0.391826 -0.78 -0.20 0.74
C -4.181536 2.764420 0.286615 -0.14 0.77 0.85
C 0.369252 1.482282 1.414684 -0.73 -2.57 0.70
N -0.376499 2.701654 1.239236 6.41 0.22 -1.05
C 0.551499 3.717885 0.853024 -0.31 -0.17 0.17
C -0.094104 5.181306 0.551342 -0.24 -2.09 1.21
C 0.390754 6.315167 1.569523 -0.36 5.12 -2.67
O 0.267285 7.515678 1.184020 0.47 -5.47 1.99
Cl 1.139489 6.034411 3.206684 -0.99 -0.37 -1.65
C 2.096554 3.587431 0.684983 -1.65 -2.85 0.40
P 3.217893 5.045112 0.150402 3.60 0.90 1.70
O 3.810530 5.782605 1.351082 -2.16 -1.65 -3.26
O 4.553186 4.284971 -0.651882 -3.75 0.96 -0.20
O 2.491029 6.050392 -1.015391 0.77 -2.79 1.25
N 2.776792 2.352280 0.922442 -4.45 1.19 -0.10
C 1.898597 1.273220 1.273013 -0.36 -0.41 0.25
H 7.052642 0.704009 1.738249 -0.63 -0.95 1.25
H 7.146523 0.491253 3.564857 -0.83 -0.75 -1.46
H 6.928739 -0.994376 2.465909 -0.60 1.40 0.27
H 4.758522 1.435419 2.933006 0.47 -1.77 -0.53
H 4.623609 -0.285042 3.591613 0.52 1.03 -1.20
H 5.616717 -1.302899 0.475406 -0.34 1.15 -0.36
H 3.534151 -2.803972 2.454266 -1.47 0.20 -0.77
H 1.890282 -3.585471 2.703899 0.77 1.53 -0.77
H 1.748259 -2.927841 -0.135326 1.00 -1.00 1.16
H 1.934286 -4.604559 0.610629 1.08 1.63 -0.10
H 4.111786 -4.739954 -0.363555 -0.19 1.79 0.40
H 4.725268 -3.217648 0.464129 -1.29 -0.39 -0.90
H 3.037317 -3.480419 -2.314639 1.25 0.68 1.27
H 3.522018 -1.868208 -1.584339 0.76 -1.57 -0.20
H 5.072218 -3.406087 -3.590021 0.00 0.44 1.86
H 5.832415 -4.058715 -2.048151 -1.01 1.45 -0.57
H 6.682788 -1.780480 -1.389351 -0.81 0.14 -1.72
H 7.112236 -2.101077 -3.146480 -1.28 0.23 1.08
H 5.747526 0.274614 -2.091121 -0.40 -1.26 -1.45
H 4.401362 -0.550696 -3.018467 2.01 -0.13 -0.22
H 1.789909 1.245451 -6.110045 1.90 0.51 0.37
H -0.176007 -3.381709 2.750204 -0.64 1.46 -0.55
H -1.598197 -2.258200 3.053650 1.31 -0.21 -1.14
H -1.177425 -2.835538 1.312187 0.49 0.55 1.77
H -2.574698 -0.527253 2.505025 0.90 1.10 -0.79
H -2.200711 1.258542 2.716273 0.06 -1.44 -1.19
H -6.307786 1.153345 0.557530 1.68 -0.87 -0.32
H -5.423595 -0.362124 1.084068 0.32 1.44 -1.44
H -5.258555 0.264787 -0.712727 0.02 0.28 1.41
H -3.418910 3.383674 0.895879 -1.05 -0.89 -1.25
H -5.217159 3.232274 0.514075 1.69 -0.79 -0.55
H -3.957391 2.798169 -0.835867 -0.27 -0.07 1.47
H -1.242202 5.093244 0.694250 1.94 0.07 -0.09
H 0.074817 5.418959 -0.550697 0.02 0.32 1.83
H 4.185901 3.988333 -1.529392 0.89 0.11 0.98
H 2.259011 5.472092 -1.781549 0.11 0.74 0.47
C -8.576014 -1.504260 -1.581199 0.56 -0.12 0.74
C -7.739658 -1.723726 -0.355156 1.57 -0.46 2.36
N -7.079950 -1.897016 0.612845 -2.56 0.45 -3.45
H -8.037952 -0.872165 -2.289821 0.01 -0.06 0.13
H -8.798455 -2.461438 -2.055607 0.03 0.08 0.13
H -9.513136 -1.016152 -1.309009 0.10 -0.10 0.01
C -4.472579 -4.000844 0.641169 0.52 -0.16 0.81
C -3.630114 -4.216778 1.863710 1.55 -0.51 2.35
N -2.964846 -4.387307 2.828670 -2.46 0.49 -3.37
H -3.936899 -3.371403 -0.072114 0.00 -0.03 0.12
H -4.697610 -4.960069 0.171634 0.09 0.05 0.11
H -5.407937 -3.510313 0.916726 0.16 -0.03 0.03
C -11.987821 -0.143667 0.573011 -0.29 -0.76 -0.51
C -12.387399 -1.349629 -0.226497 -0.78 -2.31 -1.52
N -12.702490 -2.300888 -0.857168 1.17 3.34 2.18
H -12.303525 -0.265177 1.610448 0.03 -0.05 -0.13
H -10.903776 -0.020207 0.542834 -0.11 -0.06 0.01
H -12.459821 0.748959 0.159146 0.02 -0.14 0.00
```
Forces are in eV/Å.

The multiplicity is 1. The LUMO energy comes out at -1.36 eV. Its total charge is 0. For the electronic energy, the calculation gives -93479.9286 eV.

***

Record 3
This record from the OMol25 dataset describes a molecular structure, C42H34I2N6O3S2Ti at a distorted geometry. The level of theory is ωB97M-V/def2-TZVPD.

Structure (XYZ):
```
90
Properties=species:S:1:pos:R:3:forces:R:3
Ti 0.404214 -0.294570 -0.611992 1.01 -0.60 -0.53
C -0.877469 -2.330218 2.747247 -0.02 0.02 0.04
C -1.559111 -1.616459 1.616821 -0.12 -0.10 0.03
O -0.911944 -0.980252 0.806320 -0.34 0.24 0.33
N -2.920691 -1.703893 1.519975 0.13 -0.15 -0.20
C -3.557134 -1.399704 0.235111 0.04 0.00 0.04
C -4.002356 0.031337 0.066307 0.08 -0.01 0.04
C -5.125340 0.336750 -0.697032 0.02 0.00 -0.07
C -5.419251 1.666312 -0.948800 -0.06 -0.04 -0.05
C -4.585247 2.646847 -0.438380 0.07 0.05 0.05
C -3.498658 2.246528 0.326371 -0.04 -0.02 -0.03
N -3.220906 0.971589 0.586171 -0.01 -0.01 0.07
H -0.113461 -2.967818 2.296584 -0.01 0.00 -0.01
H -1.559739 -2.923170 3.356754 -0.01 0.00 -0.01
H -0.375949 -1.593542 3.377623 0.00 0.00 -0.01
H -3.316107 -2.476069 2.029619 -0.07 0.09 0.07
H -4.402174 -2.073782 0.094613 0.01 -0.02 0.04
H -2.835490 -1.592805 -0.568995 -0.04 0.02 0.00
H -5.735461 -0.458879 -1.107037 0.00 -0.01 0.00
H -6.278403 1.937666 -1.551331 0.02 0.00 -0.01
H -4.758875 3.695492 -0.642977 0.00 -0.02 -0.01
H -2.798645 2.970626 0.728680 0.02 0.05 -0.01
I 2.597444 -0.381443 1.794625 -0.07 0.08 0.01
C 4.212116 -0.341740 0.465905 0.00 -0.02 -0.04
C 5.470583 -0.342566 0.996282 0.01 -0.01 0.01
C 6.586736 -0.311950 0.132740 0.00 0.00 0.00
C 6.393475 -0.285868 -1.216417 -0.01 0.00 -0.01
C 5.089154 -0.287317 -1.774307 0.01 0.01 -0.01
C 4.913100 -0.271817 -3.175956 0.01 0.00 0.01
C 3.647562 -0.286841 -3.692320 -0.01 0.00 0.00
C 2.525758 -0.306435 -2.839029 -0.02 0.00 0.02
C 2.598959 -0.312164 -1.453619 -0.24 0.17 0.03
C 3.933649 -0.308389 -0.931253 -0.01 -0.03 0.03
H 5.612671 -0.367356 2.068588 0.00 0.00 0.00
H 7.587035 -0.311182 0.550387 0.00 0.00 0.00
H 7.240830 -0.268022 -1.894975 0.01 0.00 0.01
H 5.790286 -0.258825 -3.815252 -0.01 0.00 -0.01
H 3.499500 -0.288494 -4.768346 0.01 0.01 0.00
H 1.546240 -0.331905 -3.311421 0.01 0.00 -0.02
S -1.147990 -1.154395 -2.453912 -0.05 0.04 -0.12
C -1.237203 -2.892002 -2.231277 0.00 0.12 0.02
C -2.309208 -3.532276 -2.935775 0.00 -0.09 0.09
N -3.198971 -4.025971 -3.482129 -0.01 0.04 -0.04
C -0.414844 -3.646072 -1.438259 -0.06 -0.05 0.03
S 0.911905 -3.073849 -0.483848 -0.09 0.21 -0.08
C -0.665317 -5.064680 -1.374788 0.02 0.00 0.01
N -0.844967 -6.200927 -1.287304 -0.01 0.00 0.00
I 1.805815 5.594432 2.736068 0.02 0.03 0.00
C 0.484482 3.985032 2.824177 -0.05 -0.05 -0.02
C -0.679522 4.068557 3.566072 0.02 0.05 0.01
C -1.532771 2.977144 3.564111 -0.03 -0.03 -0.04
C -1.177972 1.857614 2.823500 0.00 0.03 -0.01
N -0.053410 1.782042 2.122915 0.00 -0.09 0.11
C 0.761629 2.826332 2.112435 -0.03 0.05 -0.08
H -0.918867 4.966408 4.121050 0.00 0.00 0.00
H -2.464859 2.998024 4.114242 0.00 0.00 0.00
H -1.838801 1.001344 2.753850 0.01 0.00 0.03
H 1.655752 2.736458 1.506268 0.02 0.00 0.02
C -5.304629 1.628984 -4.930519 -0.01 0.00 0.01
C -4.890586 2.921245 -4.274727 -0.01 0.00 0.01
C -5.818663 3.952238 -4.159825 0.00 0.00 0.01
C -5.483662 5.142139 -3.532145 -0.01 0.01 0.00
C -4.194161 5.324093 -3.064008 0.04 0.01 -0.05
C -3.243684 4.311319 -3.182930 -0.04 -0.04 -0.04
N -1.949428 4.564571 -2.672927 0.00 0.14 -0.06
C -0.795867 4.174977 -3.367143 -0.10 -0.02 -0.02
C -0.643101 4.504002 -4.714137 -0.03 -0.04 0.01
C 0.483006 4.094877 -5.410905 0.00 0.01 -0.01
C 1.472663 3.355085 -4.775465 0.01 -0.01 0.01
C 1.312898 3.011406 -3.440588 0.00 0.05 0.02
C 0.195819 3.425263 -2.727585 0.12 -0.03 0.04
C -0.042312 2.932754 -1.316365 -0.37 -0.04 -0.28
O -0.511197 3.730122 -0.479900 0.07 -0.03 0.15
O 0.167233 1.701799 -1.163725 0.17 0.03 0.35
C -3.600436 3.071112 -3.746858 0.00 0.03 0.05
C -2.660910 1.896146 -3.702691 -0.03 0.05 0.00
H -6.307131 1.718183 -5.351148 0.00 0.00 -0.01
H -5.307220 0.798994 -4.220373 0.00 0.00 0.01
H -4.618743 1.349592 -5.732082 0.00 0.00 0.01
H -6.817696 3.810711 -4.558178 0.00 0.00 0.00
H -6.216749 5.934194 -3.433166 0.00 0.00 0.00
H -3.887545 6.259391 -2.611718 0.00 0.00 0.00
H -1.824546 4.514361 -1.665833 0.00 -0.09 0.04
H -1.426130 5.070674 -5.205082 0.00 0.00 -0.01
H 0.584548 4.352169 -6.459411 0.00 0.00 0.00
H 2.347234 3.019693 -5.318873 0.00 0.00 -0.01
H 2.034275 2.374183 -2.942603 0.00 0.00 -0.01
H -1.932418 1.906194 -4.517176 0.01 0.01 -0.01
H -3.197722 0.951166 -3.749742 0.03 0.01 0.00
H -2.092755 1.884470 -2.773053 0.02 0.01 0.03
```
Forces are in eV/Å.

The multiplicity is 3. The LUMO energy (alpha / beta) comes out at 3.36 / 3.36 eV. Its total charge is -2. For the electronic energy, the calculation gives -120180.7211 eV.